Formula: C19H22BrFeN
Source: the OMol25 dataset
Level of theory: wB97M-V/def2-TZVPD

XYZ file:
```
44
Properties=species:S:1:pos:R:3:forces:R:3
Fe -0.245 0.256 -1.120 -1.895 -3.258 0.863
H -0.938 -1.018 4.012 -0.078 0.057 -0.080
C -0.432 -1.208 3.070 0.341 -0.244 -0.262
H 1.143 0.985 3.561 0.013 -0.120 0.000
H -2.166 0.792 2.941 0.246 0.008 -0.178
H -1.757 1.339 1.287 0.105 -0.140 0.404
H 2.563 0.368 -0.169 -0.370 0.167 -0.060
C -1.152 3.339 3.099 0.354 -0.600 -0.057
H 1.337 -1.537 -5.740 -0.166 -0.047 0.220
C 1.788 0.935 -0.679 0.979 1.243 -0.877
H -2.517 -2.429 -3.856 0.457 0.138 0.049
Br -2.372 -0.121 -1.829 -0.876 0.088 0.049
C 1.572 0.923 -2.097 -0.040 1.142 0.548
N -0.476 2.076 2.763 0.236 0.653 -0.010
H -0.160 1.341 4.729 0.094 -0.088 0.111
C 0.402 1.720 3.859 -0.158 0.393 0.115
C 0.586 -1.928 -5.052 -0.418 -0.242 0.641
H -1.855 3.217 3.943 -0.087 0.041 -0.135
H 1.495 -1.860 -0.195 -0.054 -0.157 0.024
H -1.675 3.775 2.241 0.054 -0.209 0.107
C 0.345 -2.367 2.957 0.062 0.171 -0.008
C -0.798 -1.574 -5.027 0.264 -0.849 0.287
H 0.111 2.086 -3.353 -0.188 -0.414 0.245
C 0.074 -0.608 0.807 -0.252 0.295 -0.842
H -1.284 -0.830 -5.658 0.102 -0.230 0.080
H -0.808 3.058 -0.980 0.086 -0.260 -0.059
H 0.814 2.110 0.959 -0.234 -0.349 -0.226
H -0.362 4.031 3.435 -0.454 -0.065 -0.255
H 0.910 2.645 4.171 0.033 -0.434 -0.015
C -1.441 -2.393 -4.053 0.591 0.168 -0.138
C -0.004 2.345 -1.116 1.483 0.396 -0.262
C 0.854 1.826 -0.088 0.765 1.182 -0.296
H 1.753 -3.418 -3.830 -0.239 0.158 -0.019
C 0.453 1.792 -2.367 1.121 0.932 -0.035
H 2.201 0.431 -2.828 -0.444 -0.231 0.035
C -1.320 0.994 2.244 -0.339 0.122 -0.186
H -0.622 -3.890 -2.594 0.042 0.084 -0.222
H 1.742 -3.447 1.702 -0.153 0.137 0.018
C -0.447 -3.185 -3.405 0.092 0.401 -0.701
C 1.084 -2.584 1.794 -0.208 0.384 -0.311
C -0.539 -0.295 2.004 -0.457 -0.335 1.180
C 0.940 -1.684 0.724 0.105 -0.957 0.649
H 0.397 -3.090 3.778 -0.026 0.337 -0.232
C 0.804 -2.922 -4.044 -0.489 0.533 -0.158
```
Positions in Å, forces in eV/Å.

As for the energy above the lowest of the compared OMol25 structures with the same formula, charge and spin: 32.0 kJ/mol. Its HOMO-LUMO gap (alpha / beta) is 5.22 / 4.24 eV. For the lowest unoccupied orbital energy (alpha / beta), the calculation gives 2.590 / 1.668 eV. As for the total charge: -1. The spin multiplicity is 6.